{"formula": "C37H81Br4F2N9O26S2", "method": "ωB97M-V/def2-TZVPD", "species": ["C", "C", "N", "C", "C", "C", "C", "C", "O", "C", "H", "H", "H", "H", "H", "H", "H", "H", "H", "H", "H", "H", "H", "H", "H", "H", "H", "H", "H", "H", "C", "C", "C", "O", "C", "C", "C", "O", "O", "O", "H", "H", "N", "S", "O", "O", "F", "S", "O", "O", "F", "C", "N", "O", "O", "H", "H", "H", "C", "N", "O", "O", "H", "H", "H", "C", "N", "O", "O", "H", "H", "H", "C", "N", "O", "O", "H", "H", "H", "C", "N", "O", "O", "H", "H", "H", "C", "N", "O", "O", "H", "H", "H", "C", "N", "O", "O", "H", "H", "H", "Br", "C", "C", "Br", "H", "H", "H", "H", "Br", "C", "C", "Br", "H", "H", "H", "H", "C", "C", "O", "C", "C", "H", "H", "H", "H", "H", "H", "H", "H", "H", "H", "C", "C", "O", "C", "C", "H", "H", "H", "H", "H", "H", "H", "H", "H", "H", "C", "C", "O", "C", "C", "H", "H", "H", "H", "H", "H", "H", "H", "H", "H"], "xyz": [[-20.138, 13.939, 21.238], [-19.851, 15.214, 22.092], [-18.380, 15.640, 21.988], [-17.520, 14.520, 22.650], [-17.924, 15.875, 20.513], [-16.457, 16.338, 20.279], [-18.310, 16.968, 22.801], [-18.357, 16.838, 24.391], [-17.150, 16.239, 24.935], [-17.418, 15.726, 26.224], [-20.999, 13.322, 21.498], [-19.410, 13.181, 21.524], [-20.130, 14.052, 20.153], [-19.947, 14.999, 23.157], [-20.514, 15.983, 21.696], [-17.956, 14.229, 23.606], [-16.486, 14.860, 22.706], [-17.525, 13.744, 21.885], [-18.612, 16.583, 20.051], [-17.979, 14.950, 19.938], [-16.159, 17.281, 20.738], [-16.227, 16.481, 19.223], [-15.806, 15.552, 20.660], [-19.185, 17.587, 22.605], [-17.415, 17.509, 22.493], [-19.320, 16.401, 24.653], [-18.369, 17.864, 24.759], [-18.284, 15.064, 26.261], [-17.540, 16.594, 26.871], [-16.583, 15.276, 26.760], [-22.509, 14.742, 14.967], [-21.709, 15.386, 15.834], [-20.867, 14.568, 16.839], [-20.277, 15.265, 17.816], [-20.842, 13.225, 16.808], [-21.623, 12.463, 15.805], [-22.705, 13.269, 14.963], [-23.600, 12.702, 14.287], [-21.697, 11.274, 15.721], [-21.606, 16.699, 15.716], [-23.025, 15.268, 14.178], [-20.276, 12.551, 17.434], [-20.393, 18.550, 18.417], [-21.746, 19.039, 18.962], [-22.423, 20.018, 18.078], [-22.025, 19.030, 20.397], [-22.562, 17.701, 18.562], [-19.637, 19.726, 19.410], [-19.320, 19.213, 20.748], [-19.857, 21.164, 19.245], [-18.139, 19.539, 18.827], [-22.228, 11.505, 19.433], [-23.331, 11.754, 20.415], [-24.391, 12.336, 20.043], [-23.008, 11.734, 21.569], [-22.646, 11.564, 18.428], [-21.990, 10.475, 19.699], [-21.358, 12.134, 19.623], [-13.390, 18.479, 18.094], [-13.889, 19.734, 17.500], [-14.812, 20.146, 18.088], [-13.436, 20.180, 16.458], [-13.856, 18.156, 19.025], [-12.340, 18.666, 18.320], [-13.639, 17.730, 17.342], [-12.348, 13.902, 19.581], [-13.796, 14.198, 19.200], [-14.728, 13.527, 19.636], [-14.026, 15.259, 18.651], [-12.308, 13.679, 20.647], [-11.792, 14.786, 19.269], [-12.073, 13.000, 19.034], [-17.057, 14.107, 16.607], [-16.203, 13.189, 15.759], [-15.428, 12.403, 16.275], [-16.618, 13.091, 14.583], [-17.636, 14.689, 15.890], [-16.352, 14.806, 17.056], [-17.608, 13.644, 17.425], [-21.499, 17.900, 27.890], [-21.502, 16.548, 27.283], [-21.678, 16.632, 26.079], [-21.272, 15.481, 27.935], [-22.169, 18.527, 27.303], [-20.423, 18.058, 27.959], [-21.880, 17.807, 28.907], [-15.621, 10.386, 20.041], [-17.021, 10.750, 20.314], [-17.717, 10.666, 19.300], [-17.352, 11.080, 21.463], [-15.400, 10.250, 18.982], [-15.452, 9.418, 20.512], [-15.014, 11.155, 20.519], [-13.409, 15.776, 27.511], [-13.503, 14.358, 27.682], [-12.637, 13.667, 27.226], [-14.182, 13.991, 28.650], [-13.533, 15.935, 26.440], [-12.356, 16.019, 27.649], [-14.171, 16.250, 28.131], [-18.334, 13.205, 28.256], [-17.679, 11.320, 28.375], [-18.344, 10.415, 27.261], [-17.610, 10.966, 25.525], [-17.982, 10.937, 29.349], [-16.595, 11.425, 28.330], [-19.434, 10.418, 27.256], [-17.944, 9.410, 27.395], [-21.187, 23.021, 23.453], [-21.792, 21.188, 22.804], [-22.175, 20.263, 24.024], [-20.643, 19.513, 24.920], [-20.999, 20.638, 22.298], [-22.610, 21.296, 22.091], [-22.711, 19.358, 23.734], [-22.813, 20.694, 24.796], [-17.471, 19.205, 29.689], [-18.488, 18.793, 30.779], [-17.583, 18.487, 31.818], [-18.021, 17.527, 32.707], [-17.826, 16.129, 32.145], [-16.898, 20.058, 30.052], [-17.002, 18.381, 29.150], [-18.091, 19.584, 28.876], [-19.163, 19.613, 31.026], [-19.120, 17.971, 30.444], [-17.361, 17.721, 33.552], [-18.997, 17.815, 33.097], [-18.206, 16.054, 31.126], [-18.455, 15.454, 32.727], [-16.899, 15.604, 32.373], [-16.027, 20.381, 21.921], [-14.812, 19.683, 22.458], [-15.025, 18.306, 22.623], [-14.071, 17.811, 23.533], [-13.726, 16.404, 23.121], [-15.819, 21.448, 21.847], [-16.322, 20.123, 20.904], [-16.850, 20.216, 22.617], [-13.958, 19.781, 21.787], [-14.423, 20.159, 23.358], [-13.195, 18.450, 23.648], [-14.620, 17.847, 24.473], [-13.113, 15.918, 23.880], [-13.199, 16.451, 22.169], [-14.636, 15.822, 22.970], [-23.390, 15.333, 21.716], [-23.760, 14.386, 22.874], [-22.609, 13.965, 23.489], [-22.745, 13.251, 24.679], [-21.267, 13.090, 25.345], [-24.346, 15.786, 21.453], [-22.721, 16.177, 21.887], [-23.060, 14.709, 20.886], [-24.451, 14.833, 23.589], [-24.328, 13.512, 22.555], [-23.424, 13.843, 25.292], [-23.136, 12.242, 24.550], [-21.296, 13.163, 26.433], [-20.650, 13.970, 25.165], [-20.725, 12.226, 24.960]], "mulliken_charge": [-0.686, 0.522, 1.567, -0.032, -0.315, -0.138, 0.487, -0.628, -0.089, -0.226, -0.003, 0.269, -0.017, -0.646, 0.050, 0.197, -0.796, 0.326, 0.026, 0.311, -0.387, 0.632, -0.389, -0.074, -0.232, 0.080, 0.465, -0.306, 0.445, 0.054, -0.593, 0.467, -0.455, -0.442, -0.043, -0.194, 0.432, -0.785, -0.731, -0.812, 0.349, 0.922, -0.017, 0.989, -0.720, -0.478, -0.266, 0.923, -0.419, -0.613, -0.352, -0.196, 0.822, -0.559, -0.511, 0.235, 0.206, 0.040, -0.563, 1.015, -0.478, -0.637, 0.056, 0.295, 0.289, -1.192, 0.514, -0.481, -0.608, 0.293, 0.328, 0.299, -0.349, 0.933, -0.562, -0.586, 0.387, 0.080, 0.048, -0.731, 0.916, -0.346, -0.560, 0.220, 0.203, 0.321, -0.817, 1.032, -0.524, -0.551, 0.299, 0.329, 0.231, -0.541, 0.915, -0.543, -0.527, 0.028, 0.346, 0.320, -0.039, -0.675, -0.649, -0.107, 0.350, 0.369, 0.374, 0.389, -0.248, 0.004, -0.665, -0.036, -0.266, 0.473, 0.334, 0.429, -0.983, -0.258, -0.342, -0.420, -0.793, 0.344, 0.148, 0.335, 0.304, 0.279, 0.308, 0.320, 0.162, 0.319, 0.291, -1.135, -0.615, 0.028, -0.467, -0.654, 0.457, 0.138, 0.270, 0.349, 0.489, 0.498, 0.245, 0.426, 0.434, -0.380, -0.774, -0.743, 0.181, -0.605, -0.258, 0.481, 0.014, 0.113, 0.511, 0.410, 0.381, 0.184, 0.332, -0.470, 0.342], "e_homo_ev": [1.459, 1.315], "charge": -3, "spin_multiplicity": 2}